# 1
# H14O7

A cluster of 7 separate species, H14O7 in total (ωB97M-V/def2-TZVPD, OMol25).

Kohn-Sham gap, eV: 10.062
2S+1: 1
ΔE to the lowest compared entry with this formula, charge and spin, eV: 1.695
SMILES string: O.O.O.O.O.O.O

Last column: Löwdin charge in e.
Geometry (Å):
O: 1.069 -2.574 0.072  -0.06
H: 0.843 -2.926 -0.789  0.01
H: 1.046 -1.624 -0.043  -0.01
O: -2.303 1.990 -0.894  -0.03
H: -2.427 2.335 -1.778  0.05
H: -3.171 2.037 -0.494  0.05
O: -1.372 -2.732 -2.015  -0.06
H: -0.934 -1.892 -1.883  -0.03
H: -1.979 -2.805 -1.279  0.03
O: 3.311 0.108 2.190  -0.06
H: 3.076 -0.489 2.901  0.03
H: 2.544 0.670 2.087  -0.03
O: -0.364 -0.092 -2.344  -0.03
H: -0.943 0.626 -2.088  0.01
H: 0.519 0.242 -2.185  0.06
O: 1.029 1.768 2.135  -0.03
H: 0.321 1.999 2.737  0.07
H: 1.601 2.536 2.132  0.07
O: -0.470 -0.085 0.510  -0.04
H: -0.197 0.661 1.044  0.00
H: -1.198 0.248 -0.015  0.00


# 2
# C3H4FNS

A structure of composition C3H4FNS in a non-equilibrium geometry (ωB97M-V/def2-TZVPD, OMol25).

Kohn-Sham gap, eV: 8.965
2S+1: 1
ΔE to the lowest compared entry with this formula, charge and spin, eV: 2.228

Last column: Löwdin charge in e.
Geometry (Å):
C: -0.718 0.044 0.240  -0.32
C: 0.283 -1.206 0.000  -0.37
C: 0.137 1.253 -0.117  -0.25
H: -1.076 0.226 1.320  0.16
H: 0.541 -1.392 0.997  0.04
H: -0.288 -1.849 -0.594  0.08
H: -0.353 2.406 -0.484  0.19
N: 1.424 1.115 -0.235  -0.35
F: -1.726 -0.187 -0.714  -0.05
S: 1.776 -0.411 -0.414  0.87


# 3
# C2H5O2S2

A cluster of 2 separate species, C2H5O2S2 in total in a non-equilibrium geometry (ωB97M-V/def2-TZVPD, OMol25).

Kohn-Sham gap, eV: 6.892
2S+1: 1
Total charge: -1
ΔE to the lowest compared entry with this formula, charge and spin, eV: 1.034

Last column: Löwdin charge in e.
Geometry (Å):
C: -0.258 -1.258 -0.197  -0.53
S: 0.958 -2.165 0.755  0.34
S: 2.618 -0.962 0.396  0.29
H: -0.860 -0.485 0.288  0.02
H: -0.943 -1.907 -0.726  0.03
H: 0.263 -0.628 -0.921  0.01
H: 3.470 -1.885 0.800  -0.24
O: -1.639 1.245 -0.670  -0.16
C: -1.338 2.314 -0.093  -0.70
O: -1.708 2.783 0.994  -0.13
H: -0.563 2.949 -0.625  0.08


# 4
# C14H43AsF6NO12

A structure of composition C14H43AsF6NO12 in a non-equilibrium geometry (ωB97M-V/def2-TZVPD, OMol25).

Kohn-Sham gap, eV: 9.115
2S+1: 1
Total charge: -1
ΔE to the lowest compared entry with this formula, charge and spin, eV: 2.970

Last column: Löwdin charge in e.
Geometry (Å):
As: -9.305 -3.101 18.615  1.06
F: -9.961 -4.204 17.330  -0.28
F: -10.445 -3.981 19.685  -0.27
F: -8.697 -2.179 20.073  -0.28
F: -8.194 -2.261 17.479  -0.26
F: -10.659 -1.802 18.361  -0.30
F: -8.043 -4.395 18.909  -0.28
C: -12.615 0.766 19.069  -0.06
C: -12.306 0.380 20.511  -0.46
C: -11.405 1.381 21.143  -0.23
O: -12.168 2.556 21.338  -0.20
C: -11.452 3.782 21.455  -0.10
N: -13.496 0.117 21.299  0.07
H: -13.395 0.093 18.712  0.08
H: -11.723 0.935 18.465  0.07
H: -13.082 1.735 18.890  0.07
H: -11.688 -0.517 20.475  0.12
H: -10.508 1.579 20.557  0.12
H: -10.973 1.075 22.096  0.12
H: -11.146 3.936 22.490  0.08
H: -12.123 4.588 21.158  0.08
H: -10.555 3.945 20.858  0.08
H: -13.651 1.088 21.529  0.06
H: -13.237 -0.256 22.201  0.06
C: -9.783 -6.881 15.337  -0.29
C: -11.234 -7.152 15.587  -0.23
O: -12.106 -6.956 14.453  -0.07
O: -9.195 -7.759 14.452  -0.06
H: -9.286 -7.017 16.298  0.12
H: -9.530 -5.860 15.048  0.12
H: -11.541 -6.435 16.348  0.12
H: -11.437 -8.172 15.914  0.12
H: -11.866 -7.680 13.870  0.07
H: -8.254 -7.880 14.598  0.09
C: -7.410 -0.397 22.541  -0.25
C: -7.059 -1.961 22.919  -0.14
O: -6.744 -2.646 21.661  -0.11
O: -8.729 -0.335 22.204  -0.08
H: -6.840 0.120 21.769  0.11
H: -7.155 0.241 23.388  0.10
H: -7.950 -2.477 23.275  0.10
H: -6.206 -1.879 23.592  0.10
H: -7.472 -2.563 21.041  0.00
H: -8.836 -0.837 21.393  0.05
C: -4.477 -6.959 19.110  -0.28
C: -5.934 -6.994 18.604  -0.23
O: -5.924 -5.991 17.626  -0.07
O: -3.513 -6.917 18.123  -0.07
H: -4.355 -7.896 19.655  0.11
H: -4.166 -6.125 19.740  0.12
H: -6.618 -6.925 19.450  0.12
H: -6.065 -7.949 18.096  0.11
H: -6.500 -5.303 17.965  0.06
H: -3.841 -6.327 17.440  0.07
C: -11.124 -4.115 23.060  -0.21
C: -12.233 -3.117 22.484  -0.20
O: -12.774 -3.595 21.197  -0.08
O: -11.166 -4.093 24.486  -0.09
H: -10.141 -3.782 22.727  0.10
H: -11.457 -5.115 22.782  0.12
H: -11.741 -2.145 22.533  0.09
H: -13.022 -3.005 23.228  0.11
H: -11.968 -3.722 20.691  0.02
H: -11.677 -4.844 24.795  0.08
C: -5.045 -1.258 16.168  -0.23
C: -4.989 -2.541 15.353  -0.30
O: -3.721 -3.052 15.322  -0.04
O: -5.067 -1.573 17.572  -0.07
H: -5.966 -0.716 15.954  0.11
H: -4.193 -0.676 15.816  0.11
H: -5.313 -2.381 14.325  0.12
H: -5.760 -3.255 15.644  0.12
H: -3.412 -3.107 16.229  0.09
H: -5.728 -0.941 17.864  0.07
O: -9.508 -0.233 15.463  -0.05
H: -9.640 -0.379 16.399  0.00
H: -9.308 0.700 15.391  0.02


# 5
# C4H33N2O12

A cluster of 12 separate species, C4H33N2O12 in total in a non-equilibrium geometry (ωB97M-V/def2-TZVPD, OMol25).

Kohn-Sham gap, eV: 8.248
2S+1: 1
Total charge: -1
ΔE to the lowest compared entry with this formula, charge and spin, eV: 1.333

Last column: Löwdin charge in e.
Geometry (Å):
C: -1.139 -0.368 -0.724  -0.17
N: -0.409 0.808 -1.227  -0.06
C: 1.115 0.710 -1.171  -0.33
O: 1.645 1.210 -0.001  -0.32
C: -2.654 0.029 -0.660  -0.37
C: -3.108 1.408 -0.960  -0.08
N: -2.965 -0.369 0.782  -0.01
H: -0.761 -0.673 0.296  0.12
H: -0.822 -1.135 -1.424  0.10
H: -0.602 1.624 -0.614  0.07
H: 1.357 1.389 -1.994  0.10
H: 1.363 -0.314 -1.437  0.10
H: -3.293 -0.767 -1.107  0.14
H: -2.350 2.070 -0.422  0.10
H: -3.323 1.612 -1.973  0.05
H: -3.947 1.747 -0.361  0.07
H: -2.326 0.207 1.337  0.06
H: -3.843 -0.006 1.133  0.07
H: 0.628 -1.252 -3.941  0.02
H: 1.103 -2.569 -3.205  0.00
O: 0.607 -2.202 -3.930  -0.05
H: 3.604 2.746 0.569  0.04
H: 2.705 2.335 -0.609  0.04
O: 3.483 2.994 -0.372  -0.14
H: -0.674 -3.531 1.480  0.01
H: -0.061 -4.411 2.416  0.05
O: 0.208 -3.936 1.613  -0.08
H: 3.168 -2.114 -0.318  0.03
H: 4.082 -2.689 0.713  0.04
O: 3.890 -2.803 -0.230  -0.10
H: 0.402 -0.069 3.131  0.02
H: -0.678 0.944 3.329  0.00
O: -0.511 0.006 3.391  -0.04
H: 0.590 3.251 2.289  -0.03
H: -0.610 3.085 3.367  0.01
O: 0.328 3.169 3.223  -0.08
H: -2.337 -2.786 2.637  0.04
H: -2.542 -2.180 1.204  0.00
O: -2.493 -3.013 1.717  -0.08
H: 0.991 2.559 0.396  0.02
H: 1.945 3.630 0.551  -0.01
O: 0.996 3.559 0.671  -0.13
H: -2.069 3.145 -4.594  0.02
H: -1.245 3.022 -3.185  0.03
O: -1.660 2.590 -3.934  -0.06
H: 2.348 0.048 0.739  0.00
H: 2.505 -0.929 2.034  0.01
O: 2.858 -0.735 1.169  -0.11
H: 0.931 -4.010 -0.218  0.00
H: 2.199 -3.367 -0.559  -0.01
O: 1.372 -3.668 -1.014  -0.09


# 6
# C47H63N5NiSSbSi4Te

A structure of composition C47H63N5NiSSbSi4Te in a non-equilibrium geometry (ωB97M-V/def2-TZVPD, OMol25).

Kohn-Sham gap (spin up / spin down), eV: 6.345 / 6.343
<S²>: 2.02
2S+1: 3
Total charge: +1
ΔE to the lowest compared entry with this formula, charge and spin, eV: 0.549

Last column: Löwdin charge in e.
Geometry (Å):
Ni: -0.546 0.156 -0.465  0.07
C: -0.650 3.682 -0.257  -0.06
C: 0.580 3.108 0.383  -0.29
C: 1.473 3.974 1.011  -0.01
C: 2.583 3.463 1.641  -0.03
C: 2.811 2.095 1.592  -0.01
C: 1.915 1.297 0.907  -0.24
N: 0.796 1.787 0.343  0.12
C: 2.164 -0.157 0.709  -0.19
C: 3.334 -0.795 1.094  0.01
C: 3.500 -2.129 0.768  -0.02
C: 2.491 -2.803 0.100  0.01
C: 1.327 -2.114 -0.203  -0.19
N: 1.194 -0.822 0.086  0.09
C: 0.156 -2.745 -0.868  -0.22
C: -0.037 -4.111 -0.858  0.00
C: -1.149 -4.627 -1.510  -0.03
C: -2.013 -3.758 -2.140  -0.02
C: -1.775 -2.387 -2.074  -0.30
C: -2.723 -1.422 -2.723  -0.03
N: -0.712 -1.897 -1.437  0.10
H: -0.394 4.593 -0.801  0.09
H: -1.381 3.945 0.510  0.07
H: -1.105 2.973 -0.940  0.00
H: 1.270 5.037 1.014  0.13
H: 3.269 4.113 2.168  0.12
H: 3.673 1.669 2.083  0.11
H: 4.114 -0.266 1.618  0.11
H: 4.417 -2.640 1.029  0.12
H: 2.619 -3.832 -0.201  0.12
H: 0.648 -4.764 -0.337  0.11
H: -1.334 -5.693 -1.516  0.12
H: -2.880 -4.124 -2.675  0.12
H: -3.005 -1.772 -3.718  0.09
H: -2.270 -0.439 -2.797  0.03
H: -3.630 -1.320 -2.128  0.04
S: -1.708 -0.846 1.344  -0.07
Sb: 0.163 0.885 3.844  1.50
C: -1.234 0.459 5.417  -0.38
C: -1.791 1.440 6.236  -0.12
C: -2.717 1.097 7.215  -0.09
C: -3.095 -0.227 7.386  -0.09
C: -2.543 -1.212 6.579  -0.10
C: -1.620 -0.869 5.598  -0.14
C: 1.901 0.206 4.940  -0.37
C: 2.207 -1.136 4.699  -0.17
C: 3.303 -1.745 5.300  -0.09
C: 4.135 -1.007 6.130  -0.09
C: 3.844 0.327 6.385  -0.09
C: 2.729 0.925 5.804  -0.12
C: 0.087 3.029 4.062  -0.39
C: 1.073 3.878 4.566  -0.13
C: 0.895 5.259 4.566  -0.08
C: -0.265 5.814 4.041  -0.09
C: -1.249 4.983 3.522  -0.09
C: -1.073 3.605 3.536  -0.16
H: -1.511 2.479 6.112  0.09
H: -3.142 1.869 7.845  0.10
H: -3.813 -0.492 8.153  0.10
H: -2.826 -2.250 6.714  0.10
H: -1.202 -1.649 4.968  0.09
H: 1.575 -1.723 4.037  0.08
H: 3.509 -2.793 5.120  0.10
H: 4.998 -1.473 6.590  0.10
H: 4.480 0.904 7.044  0.10
H: 2.497 1.946 6.070  0.08
H: 2.000 3.479 4.952  0.07
H: 1.667 5.900 4.974  0.10
H: -0.404 6.888 4.043  0.10
H: -2.155 5.408 3.106  0.11
H: -1.858 2.969 3.132  0.07
C: -7.599 -2.302 0.514  -0.22
Si: -5.939 -2.044 -0.322  0.34
C: -4.766 -3.417 0.159  -0.21
C: -6.287 -2.078 -2.168  -0.20
Si: -5.270 0.009 0.581  0.21
Te: -2.884 0.952 0.329  0.65
Si: -6.318 1.834 -0.457  0.29
C: -5.687 1.975 -2.219  -0.22
C: -8.179 1.651 -0.485  -0.21
C: -5.873 3.413 0.447  -0.22
Si: -5.467 -0.045 2.922  0.32
C: -7.276 0.191 3.335  -0.21
C: -4.465 1.338 3.662  -0.22
C: -4.815 -1.669 3.554  -0.20
H: -8.130 -3.136 0.047  0.04
H: -8.232 -1.412 0.425  0.02
H: -7.488 -2.528 1.578  0.02
H: -4.843 -4.268 -0.524  0.03
H: -4.997 -3.772 1.167  0.03
H: -3.727 -3.072 0.169  0.00
H: -7.134 -2.745 -2.350  0.04
H: -5.447 -2.444 -2.759  0.01
H: -6.560 -1.091 -2.552  0.01
H: -5.975 1.108 -2.821  0.02
H: -4.594 2.044 -2.240  0.00
H: -6.094 2.870 -2.700  0.04
H: -8.492 0.810 -1.112  0.03
H: -8.645 2.557 -0.884  0.04
H: -8.578 1.485 0.520  0.02
H: -4.792 3.500 0.598  0.00
H: -6.345 3.448 1.433  0.03
H: -6.207 4.289 -0.118  0.04
H: -7.620 1.177 3.006  0.03
H: -7.438 0.121 4.415  0.04
H: -7.907 -0.560 2.853  0.01
H: -4.760 2.316 3.268  0.03
H: -3.404 1.189 3.437  -0.02
H: -4.568 1.359 4.752  0.04
H: -5.397 -2.519 3.185  0.02
H: -4.835 -1.691 4.648  0.03
H: -3.778 -1.801 3.231  0.00
C: -0.769 0.990 -5.749  -0.02
N: -0.621 1.904 -4.615  -0.18
C: -0.748 3.342 -4.853  -0.01
C: -0.478 1.434 -3.401  -0.22
N: -0.352 1.020 -2.331  0.17
H: -1.775 1.063 -6.163  0.10
H: -0.590 -0.031 -5.422  0.09
H: -0.045 1.247 -6.522  0.10
H: -1.706 3.554 -5.327  0.10
H: 0.056 3.683 -5.505  0.10
H: -0.693 3.876 -3.909  0.09


# 7
# C16H20ClF3O9SV

A structure of composition C16H20ClF3O9SV (ωB97M-V/def2-TZVPD, OMol25).

Kohn-Sham gap (spin up / spin down), eV: 7.432 / 7.806
<S²>: 2.01
2S+1: 3
Total charge: +1
ΔE to the lowest compared entry with this formula, charge and spin, eV: 0.000

Last column: Löwdin charge in e.
Geometry (Å):
V: -0.470 -0.461 -0.052  1.17
C: 0.697 0.741 -2.764  -0.12
C: -0.747 1.162 -2.610  -0.11
O: -1.080 1.297 -1.220  -0.22
C: -0.998 2.623 -0.666  -0.10
C: 0.443 2.969 -0.326  -0.14
O: 0.963 1.759 0.170  -0.20
C: 2.239 1.729 0.758  -0.14
C: 2.330 0.353 1.405  -0.10
O: 1.648 -0.642 0.614  -0.23
C: 2.422 -1.346 -0.362  -0.11
C: 2.335 -0.597 -1.667  -0.12
O: 0.944 -0.340 -1.859  -0.20
H: 1.382 1.557 -2.519  0.12
H: 0.889 0.418 -3.790  0.15
H: -1.415 0.402 -3.003  0.13
H: -0.924 2.106 -3.126  0.15
H: -1.608 2.595 0.235  0.12
H: -1.437 3.335 -1.364  0.14
H: 0.464 3.761 0.429  0.15
H: 1.013 3.309 -1.199  0.13
H: 2.348 2.497 1.530  0.15
H: 3.017 1.895 0.002  0.13
H: 1.819 0.349 2.363  0.13
H: 3.364 0.038 1.545  0.14
H: 1.968 -2.332 -0.453  0.14
H: 3.450 -1.464 -0.020  0.15
H: 2.729 -1.185 -2.499  0.15
H: 2.878 0.351 -1.619  0.13
Cl: -3.325 -6.817 -2.364  0.70
C: -2.737 -5.223 -2.049  -0.66
C: -3.007 -4.193 -2.962  -0.06
C: -2.555 -2.913 -2.748  0.02
C: -1.805 -2.606 -1.602  -0.27
O: -1.367 -1.381 -1.431  -0.15
C: -1.543 -3.644 -0.685  -0.11
C: -0.794 -3.402 0.500  -0.11
O: -0.316 -2.313 0.858  -0.06
C: -2.015 -4.954 -0.920  -0.04
H: -3.586 -4.417 -3.848  0.12
H: -2.778 -2.123 -3.453  0.13
H: -0.618 -4.259 1.161  0.15
H: -1.806 -5.738 -0.203  0.12
F: -2.008 -0.400 4.521  0.17
C: -2.504 -0.785 3.354  -0.67
F: -2.077 -2.011 3.081  0.16
F: -3.828 -0.785 3.400  0.17
S: -1.969 0.414 2.063  0.60
O: -2.389 -0.201 0.772  -0.31
O: -2.558 1.658 2.408  -0.20
O: -0.498 0.357 2.018  -0.31


# 8
# C3H2MgO2

A structure of composition C3H2MgO2 in a non-equilibrium geometry (ωB97M-V/def2-TZVPD, OMol25).

Kohn-Sham gap (spin up / spin down), eV: 5.013 / 5.876
<S²>: 0.78
2S+1: 2
Total charge: -1
ΔE to the lowest compared entry with this formula, charge and spin, eV: 0.995

Last column: Löwdin charge in e.
Geometry (Å):
H: 0.931 -0.103 1.138  0.00
Mg: 2.288 0.046 -0.393  0.29
O: -0.013 -0.800 -0.633  -0.33
O: -0.714 1.171 -0.948  -0.21
C: -0.418 -0.311 0.675  -0.37
C: -1.148 0.912 0.421  -0.13
C: -0.003 0.208 -1.480  -0.34
H: -0.923 -1.122 1.220  0.09